{"formula": "C22H49NO9Si", "method": "wB97M-V/def2-TZVPD", "elements": ["C", "C", "C", "O", "C", "O", "N", "C", "C", "C", "O", "Si", "C", "C", "C", "H", "H", "H", "H", "H", "H", "H", "H", "H", "H", "H", "H", "H", "H", "H", "H", "H", "H", "H", "H", "H", "C", "O", "C", "C", "O", "C", "C", "O", "C", "H", "H", "H", "H", "H", "H", "H", "H", "H", "H", "H", "H", "H", "H", "C", "O", "C", "C", "O", "C", "C", "O", "C", "H", "H", "H", "H", "H", "H", "H", "H", "H", "H", "H", "H", "H", "H"], "coordinates": [[-1.576888, 1.656041, -5.216003], [-2.772493, 1.382523, -4.687338], [-3.096334, -0.028618, -4.266086], [-2.020938, -0.611937, -3.532868], [-1.879472, -0.079432, -2.303033], [-2.792378, 0.486618, -1.717011], [-0.615380, -0.279227, -1.716500], [-0.341788, 0.962784, -0.933514], [0.473619, -0.400065, -2.711097], [0.623101, -1.787855, -3.331075], [1.255621, -1.649884, -4.602369], [0.712770, -2.566339, -5.885212], [1.382678, -1.708642, -7.415824], [-1.144994, -2.622471, -6.082701], [1.408885, -4.319436, -5.872366], [-0.935894, 0.853481, -5.546907], [-1.195419, 2.656776, -5.329166], [-3.509155, 2.163583, -4.599458], [-4.038175, -0.101361, -3.741920], [-3.188489, -0.634544, -5.159193], [0.707371, 1.031011, -0.673727], [-0.919828, 0.994354, -0.024563], [-0.557879, 1.816338, -1.568096], [0.341838, 0.303293, -3.530769], [1.423695, -0.149151, -2.262345], [1.317806, -2.341733, -2.700527], [-0.300108, -2.358081, -3.345235], [0.942685, -2.110738, -8.320880], [2.464902, -1.716640, -7.450090], [1.071113, -0.665889, -7.350948], [-1.655859, -3.014890, -5.209139], [-1.503858, -1.613050, -6.244374], [-1.454224, -3.220780, -6.933746], [2.136424, -4.466589, -5.081183], [1.939439, -4.470888, -6.807784], [0.623642, -5.066608, -5.846765], [0.183533, -1.607952, 1.259503], [1.456668, -2.209524, 1.392465], [2.507103, -1.458486, 0.814671], [3.743958, -1.441977, 1.686509], [3.625589, -0.701022, 2.889930], [2.808780, -1.204216, 3.935319], [3.339172, -2.435091, 4.638001], [3.253196, -3.590924, 3.820614], [4.381104, -4.433328, 3.899342], [-0.217514, -1.763670, 0.256850], [-0.481313, -2.074500, 1.986486], [0.225010, -0.535154, 1.479404], [2.190992, -0.426559, 0.622240], [2.770992, -1.923598, -0.146035], [4.524250, -0.927625, 1.119364], [4.107122, -2.453664, 1.873819], [1.779713, -1.351470, 3.604379], [2.788815, -0.403302, 4.679104], [2.731367, -2.607877, 5.535442], [4.374749, -2.254305, 4.946022], [5.312771, -3.862978, 3.815031], [4.329356, -5.131637, 3.065150], [4.385480, -5.002322, 4.835683], [-3.721711, 6.065792, 4.878996], [-2.554440, 5.274836, 4.901370], [-2.469343, 4.394978, 6.008849], [-1.938884, 3.032925, 5.615348], [-2.810506, 2.244711, 4.822008], [-3.045204, 2.614881, 3.472843], [-1.872363, 2.427643, 2.535758], [-0.847414, 3.381066, 2.770539], [0.454937, 2.843143, 2.709301], [-3.640129, 6.910384, 5.572016], [-3.838441, 6.453024, 3.867431], [-4.611518, 5.476091, 5.123262], [-3.445628, 4.276553, 6.490617], [-1.775588, 4.833242, 6.738500], [-1.815598, 2.464148, 6.540506], [-0.949706, 3.112343, 5.161522], [-3.450710, 3.624742, 3.398941], [-3.830338, 1.935580, 3.131701], [-2.224333, 2.562925, 1.504828], [-1.485045, 1.407695, 2.644905], [0.531962, 1.912317, 3.282794], [1.134967, 3.572658, 3.146680], [0.758106, 2.657548, 1.671808]], "forces_ev_per_angstrom": [[-0.6, -0.1, 0.2], [0.9, 0.0, -0.3], [-0.5, 0.1, -1.0], [0.3, 0.1, 0.3], [-1.1, -0.1, 1.4], [1.0, -0.5, -0.8], [0.3, 1.4, -0.9], [0.1, -0.3, 0.1], [-0.3, -0.6, -0.7], [1.0, 0.0, 0.5], [-0.9, -0.2, -0.1], [0.6, -0.3, -1.0], [-0.4, 0.4, 0.8], [0.1, 0.1, 0.5], [-0.1, 0.5, 0.0], [0.4, -0.2, 0.4], [-0.2, 0.2, -0.4], [-0.1, 0.1, 0.6], [-0.1, 0.1, 0.4], [0.1, -0.3, -0.1], [0.2, -0.3, 0.1], [-0.3, 0.1, 0.1], [-0.2, 0.4, 0.1], [-0.2, 0.2, -0.1], [0.1, 0.1, 0.4], [0.0, -0.3, 0.2], [-0.3, 0.2, -0.2], [0.1, -0.2, -0.2], [0.2, -0.1, -0.2], [0.0, 0.2, -0.1], [-0.1, -0.1, 0.2], [-0.2, 0.3, -0.1], [0.2, -0.2, -0.2], [0.0, -0.2, 0.3], [0.1, 0.0, -0.2], [-0.1, -0.2, 0.3], [0.0, -0.3, 0.1], [0.0, 0.3, 0.3], [-0.1, -0.3, -0.1], [0.2, -0.1, 0.0], [0.0, 0.1, 0.0], [-0.1, 0.1, 0.1], [-0.1, -0.2, 0.0], [0.2, 0.2, -0.2], [-0.1, 0.0, 0.0], [-0.1, 0.1, 0.0], [0.0, -0.1, 0.0], [0.0, 0.0, 0.0], [0.0, 0.0, 0.1], [0.1, 0.2, -0.1], [0.0, 0.0, 0.0], [-0.2, -0.1, 0.0], [0.0, -0.2, -0.1], [0.0, 0.0, 0.0], [0.1, 0.1, 0.1], [0.0, 0.0, 0.0], [0.0, 0.0, 0.0], [-0.1, 0.0, 0.0], [0.1, 0.0, 0.0], [0.1, 0.1, 0.0], [-0.2, -0.2, -0.1], [0.2, 0.2, 0.0], [0.1, -0.1, 0.0], [0.0, -0.1, 0.0], [-0.2, 0.0, -0.1], [0.1, 0.2, -0.1], [0.1, -0.2, 0.3], [-0.1, 0.1, -0.1], [-0.1, 0.0, 0.0], [0.1, 0.0, 0.0], [0.0, 0.0, 0.0], [0.0, 0.0, 0.0], [-0.1, -0.1, 0.1], [0.0, 0.0, 0.0], [0.0, 0.2, -0.1], [0.2, 0.1, 0.0], [0.0, 0.0, 0.0], [-0.1, -0.2, 0.0], [0.0, 0.0, 0.0], [0.0, 0.0, 0.0], [0.0, 0.0, -0.1], [0.1, -0.1, 0.0]], "molar_mass_da": 499.72, "energy_ha": -1888.95387, "lumo_energy_ev": 0.7, "largest_force_ev_per_a": 1.7}